Molecular formula: C28H28N8O3
Method: DFT, ωB97M-V/def2-TZVPD

## Properties
* spin multiplicity: 1
* highest occupied orbital energy: -6.97 eV
* LUMO energy: -1.53 eV
* structure (SMILES): c1ccc(CN2CCN3CCN(Cc4ccccc4)c4cncc2c43)cc1.COc1ncc2c(no[n+]2[O-])n1

Geometry as XYZ:
```
67
Properties=species:S:1:pos:R:3:forces:R:3
O 3.381 -3.674 -2.922 -1.69 1.04 -0.42
O 3.343 1.778 -4.239 -0.56 -0.35 0.13
O 1.079 -3.952 -2.840 0.51 1.06 -0.20
N 1.684 0.405 -3.557 -2.35 -1.85 0.78
N -3.023 -0.273 0.296 -1.65 0.32 -0.26
N 0.054 1.596 -0.163 -0.50 2.58 1.40
N 1.179 -0.555 2.570 1.28 -0.15 0.68
N 4.283 -2.684 -3.173 -1.95 2.23 -1.13
N 1.967 -3.155 -3.060 1.58 -0.93 0.04
N -1.300 -1.592 1.984 -0.44 -1.02 0.70
N 3.965 -0.361 -3.810 -0.73 1.96 -0.22
C 0.385 0.085 1.661 -0.90 1.05 -0.75
C 3.530 -1.581 -3.556 0.05 -3.07 1.44
C -1.265 1.398 -0.126 0.28 -1.65 -0.12
C -5.538 2.192 -1.016 -0.03 0.20 0.32
C -2.626 -2.128 1.814 -0.10 0.25 0.49
C 2.106 -1.874 -3.472 1.01 -1.26 1.21
C 0.649 -1.581 3.437 -0.01 0.42 0.26
C 2.458 0.025 2.986 -0.85 -0.16 -0.16
C -3.241 -1.686 0.512 0.23 0.11 -0.45
C 2.234 2.696 -4.412 0.19 0.30 0.09
C -4.763 1.458 -0.114 -0.21 0.18 0.14
C -6.375 3.208 -0.558 0.04 -0.07 0.20
C 5.878 0.274 1.419 -0.12 -0.12 -0.13
C -0.931 -0.399 1.456 0.75 0.62 -1.28
C -0.378 -2.419 2.720 0.07 -0.17 -0.38
C 4.789 0.437 2.275 0.02 -0.13 -0.34
C -4.826 1.734 1.258 -0.25 0.26 -0.25
C -6.447 3.493 0.816 0.20 -0.18 -0.04
C 3.446 -1.012 0.867 0.45 0.11 0.09
C 2.982 0.557 -3.852 2.24 -0.86 -0.47
C 3.574 -0.193 1.996 0.31 -0.12 -0.19
C 5.756 -0.539 0.281 -0.10 -0.02 0.11
C -5.668 2.759 1.720 0.04 -0.14 -0.38
C -1.790 0.268 0.554 1.26 0.68 -0.02
C -3.912 0.352 -0.690 0.73 -0.49 0.53
C 4.550 -1.197 0.020 -0.13 0.13 0.21
C 1.195 -0.811 -3.322 1.15 1.11 -1.25
C 0.813 1.165 0.841 -0.38 -1.47 0.04
H -2.547 -3.218 1.844 -0.17 0.05 -0.04
H -4.322 -1.849 0.537 0.12 -0.17 -0.01
H 2.344 1.106 3.187 0.02 -0.29 -0.04
H -4.223 1.153 1.961 -0.18 0.23 -0.31
H -6.972 3.777 -1.272 0.13 -0.12 0.24
H -3.268 -1.799 2.648 -0.02 -0.17 -0.11
H 2.714 -0.456 3.942 0.03 0.22 -0.23
H -1.902 2.097 -0.664 0.16 -0.39 -0.38
H 2.494 -1.505 0.650 0.32 0.19 0.14
H -4.556 -0.449 -1.081 0.09 0.27 0.03
H 4.465 -1.865 -0.843 0.08 0.34 0.30
H 1.770 1.659 0.994 0.10 -0.49 -0.35
H 0.132 -3.127 2.042 -0.09 0.07 0.15
H 1.491 -2.211 3.737 -0.17 -0.03 0.11
H 1.639 2.752 -3.493 0.23 0.15 -0.28
H 6.820 0.777 1.640 -0.24 -0.14 -0.12
H -3.323 0.737 -1.540 -0.16 -0.10 0.15
H -5.707 2.973 2.790 -0.04 -0.02 -0.34
H 4.849 1.065 3.170 0.15 -0.17 -0.33
H 0.144 -1.019 -3.113 0.23 0.53 0.15
H 0.204 -1.131 4.341 0.01 -0.15 -0.03
H 1.586 2.369 -5.235 0.24 0.08 0.19
H -5.460 1.945 -2.080 -0.13 0.21 0.31
H 2.713 3.646 -4.650 -0.16 -0.14 0.04
H -0.964 -2.998 3.439 0.21 -0.04 0.06
H -2.809 -2.263 -0.326 -0.11 -0.08 0.15
H 6.598 -0.667 -0.407 -0.30 0.05 0.33
H -7.106 4.287 1.179 0.27 -0.30 -0.16
```
Forces are in eV/Å.

***

Molecular formula: C28H29B2Cl2F4N6O2SiTl
Method: DFT, ωB97M-V/def2-TZVPD

## Properties
* spin multiplicity: 1
* net charge: -2
* highest occupied orbital energy: -2.98 eV
* LUMO energy: 3.70 eV

Geometry as XYZ:
```
75
Properties=species:S:1:pos:R:3:forces:R:3
Tl 0.330 0.093 0.097 -1.32 0.13 -0.97
Cl -3.645 -2.602 2.380 -0.09 -0.28 -0.11
Cl -3.749 -0.503 4.366 -0.22 0.19 0.43
Si -0.746 2.163 -2.724 0.17 0.12 -0.75
F -1.687 -0.884 -1.348 0.19 0.35 0.12
F -1.960 -2.861 -2.461 0.58 -0.67 -0.19
F -3.052 -1.019 -3.172 -0.18 0.63 -0.74
F -3.668 -2.024 -1.249 -0.66 -0.14 0.72
O -2.760 0.741 1.924 -0.18 0.51 -0.27
O -1.184 -0.828 1.533 0.83 -0.45 -0.44
N -0.523 1.807 -1.054 -0.16 -0.35 -0.36
N -0.298 2.083 1.160 -0.03 0.46 0.27
N 1.773 -0.254 1.674 1.46 -0.43 1.75
N 2.248 0.632 -1.033 0.36 0.07 -0.23
N 7.108 -4.151 -6.687 0.18 -0.10 -0.14
N 0.840 -1.908 -0.659 -0.17 -0.46 0.13
C 3.044 -0.153 -1.826 0.37 0.13 -0.22
C -2.192 -0.314 2.075 -0.68 -0.58 1.09
C 0.219 3.792 -3.103 -0.53 -0.55 0.18
C -1.499 3.791 -0.004 -0.10 0.02 -0.06
C -0.509 2.701 2.312 -0.08 0.46 0.25
C 3.990 1.876 -1.735 0.15 0.18 -0.06
C 3.739 -2.132 -3.070 0.19 -0.15 -0.20
C -2.577 2.313 -3.236 0.70 0.00 0.32
C 0.620 -4.125 -0.998 0.19 -0.12 -0.10
C 2.810 -1.505 -2.097 -0.39 -0.09 0.46
C 0.036 0.786 -3.774 -0.32 0.43 0.54
C 4.145 0.624 -2.280 -0.06 -0.20 -0.05
C 1.676 -3.713 -1.760 -0.10 -0.02 0.06
C 5.791 -3.295 -3.566 0.04 -0.05 -0.23
C -1.714 4.434 1.188 0.12 -0.06 0.09
C -2.734 -1.317 3.185 0.52 0.21 -0.42
C 3.454 -2.062 -4.433 -0.04 0.03 0.16
C 5.505 -3.210 -4.931 -0.72 0.44 0.75
C -0.791 2.570 -0.004 -0.06 0.54 0.11
C 0.134 -2.972 -0.341 0.03 0.05 -0.05
C 2.704 -0.462 2.333 -0.90 0.26 -0.75
C -1.206 3.899 2.370 -0.05 0.02 0.07
C 2.803 1.829 -0.983 -0.02 -0.05 0.03
C 1.823 -2.308 -1.543 0.44 -0.05 -0.48
C 4.910 -2.760 -2.649 -0.22 0.12 0.07
C 6.395 -3.734 -5.888 0.53 -0.33 -0.57
C 4.326 -2.592 -5.360 0.22 -0.13 0.00
C 0.045 2.087 3.560 0.00 -0.12 -0.08
B 4.015 -0.686 3.126 0.41 -0.10 0.22
B -2.600 -1.700 -2.050 -0.12 -0.18 -0.14
H 1.091 0.652 -3.560 0.26 0.07 0.10
H -2.692 2.553 -4.288 0.08 0.08 -0.29
H 4.113 -2.534 -6.419 -0.02 0.00 0.00
H 2.543 -1.584 -4.759 -0.11 0.08 0.01
H -2.288 5.353 1.216 -0.01 0.02 -0.04
H 4.874 -0.791 2.280 0.18 -0.02 -0.04
H 2.345 2.612 -0.407 -0.11 0.22 0.11
H -0.076 0.991 -4.834 -0.07 0.13 -0.23
H -3.130 3.048 -2.660 -0.05 0.20 0.16
H 0.813 2.735 3.986 0.05 -0.03 0.03
H -1.902 -1.785 3.716 -0.21 0.14 -0.16
H 6.701 -3.776 -3.234 0.00 0.00 -0.03
H 0.485 1.119 3.340 0.02 -0.03 0.07
H -1.907 4.154 -0.932 -0.06 0.13 -0.09
H 4.641 2.725 -1.842 0.09 0.11 -0.03
H 4.952 0.272 -2.898 0.09 -0.02 -0.12
H 0.438 3.911 -4.158 -0.01 -0.06 -0.32
H 2.298 -4.310 -2.400 0.08 -0.10 -0.12
H -1.377 4.379 3.323 0.00 -0.01 0.03
H -0.326 4.672 -2.780 -0.16 0.23 0.11
H 4.199 0.283 3.821 0.03 0.15 0.11
H 1.164 3.780 -2.570 0.24 -0.08 0.13
H -0.748 1.971 4.298 -0.04 -0.05 0.03
H -0.699 -2.898 0.332 -0.21 0.09 0.09
H 0.203 -5.110 -0.919 -0.06 -0.17 0.00
H 3.925 -1.691 3.786 -0.04 -0.16 0.09
H -0.479 -0.142 -3.557 -0.16 -0.31 0.06
H -3.034 1.346 -3.065 -0.12 -0.31 0.05
H 5.119 -2.816 -1.591 0.03 0.01 0.11
```
Forces are in eV/Å.

***

Molecular formula: C28H29BIrN7P
Method: DFT, ωB97M-V/def2-TZVPD

## Properties
* spin multiplicity: 6
* net charge: +2
* highest occupied orbital energy (spin up / spin down): -10.37 / -14.50 eV
* LUMO energy (spin up / spin down): -4.92 / -9.01 eV

Geometry as XYZ:
```
67
Properties=species:S:1:pos:R:3:forces:R:3
Ir 1.565 -0.069 -0.471 -0.04 0.51 -5.21
P -1.326 -0.092 1.253 -2.78 0.69 0.10
N 3.641 -0.239 -2.710 0.09 -0.71 1.00
N 1.358 -0.014 -3.575 -0.73 -0.30 0.37
N 0.009 0.251 0.366 -0.82 0.33 0.70
N 2.453 1.951 -2.600 -0.40 0.47 0.73
N 0.727 -0.412 -2.410 -0.90 -0.51 -1.39
N 1.916 1.776 -1.339 0.36 2.55 -0.74
N 3.260 -0.660 -1.447 0.80 0.21 -0.58
C -1.209 -4.087 0.332 0.07 0.00 0.10
C 4.155 -1.575 -1.012 -0.12 0.69 -1.28
C -1.512 -1.898 1.372 0.86 -0.59 0.03
C -4.404 2.429 -1.060 -0.74 0.70 -0.81
C 2.369 -0.475 1.432 0.86 -0.61 2.58
C -2.818 0.600 -0.971 0.74 -1.07 -0.40
C -1.083 -2.698 0.299 -0.06 0.04 -0.04
C -0.378 -1.104 -2.793 0.90 0.66 -0.76
C 4.750 -0.914 -3.051 -0.27 0.36 0.18
C -2.023 -3.944 2.599 0.11 0.13 -0.13
C -2.647 0.803 0.408 2.32 -1.85 1.58
C -1.413 1.423 5.590 0.07 -0.10 -0.23
C -4.270 2.609 0.320 -0.49 0.44 -0.44
C 2.252 3.970 -1.689 -0.17 0.00 0.34
C 2.635 3.267 -2.824 0.18 -0.45 0.31
C 1.800 3.009 -0.774 0.39 -0.67 -1.46
C -3.682 1.415 -1.703 -0.86 0.90 -0.30
C -0.277 1.670 4.812 -0.06 0.01 -0.08
C -1.936 -2.553 2.549 -0.04 0.20 -0.13
C -1.300 0.533 2.936 0.00 0.38 0.44
C -1.668 -4.718 1.491 -0.07 0.24 -0.13
C 0.648 -0.429 -4.641 0.14 -0.07 0.44
C -0.217 1.243 3.479 -0.31 -0.23 0.11
C -0.460 -1.131 -4.191 -0.05 0.01 0.45
C -3.389 1.813 1.051 -0.03 0.31 0.94
C -2.460 0.323 3.716 0.22 -0.02 -0.01
C 5.109 -1.755 -2.003 0.28 -0.49 0.52
C -2.508 0.750 5.042 0.09 0.02 -0.32
B 2.717 0.738 -3.522 -0.41 -0.55 1.02
H 2.533 0.614 1.500 -0.17 -0.20 -0.17
H -3.327 -0.181 3.275 0.30 0.19 0.21
H 2.306 5.039 -1.531 -0.06 -0.22 -0.09
H -1.231 -1.609 -4.775 0.12 0.08 0.00
H 5.951 -2.425 -1.912 -0.03 0.13 -0.30
H -3.788 1.265 -2.778 0.01 0.02 0.28
H -5.064 3.080 -1.633 0.22 -0.29 0.20
H 5.216 -0.724 -4.014 -0.07 -0.14 0.30
H -3.405 0.550 5.630 0.29 0.14 -0.12
H 0.569 2.204 5.245 -0.26 -0.13 -0.13
H -2.258 -0.184 -1.476 -0.31 0.33 0.09
H -3.266 1.979 2.121 -0.10 0.08 -0.32
H 0.658 1.463 2.860 -0.26 -0.08 0.29
H -1.077 -1.535 -2.094 0.27 0.03 -0.10
H -2.352 -4.424 3.520 0.10 0.14 -0.24
H 0.987 -0.213 -5.652 -0.08 -0.05 0.37
H -0.576 -2.232 -0.546 -0.31 -0.25 0.28
H -1.457 1.759 6.625 0.10 -0.07 -0.26
H 1.549 -0.816 2.061 0.34 0.12 0.23
H -1.725 -5.806 1.540 -0.04 0.33 -0.04
H 3.159 0.986 -4.600 -0.06 0.10 0.15
H 3.069 3.593 -3.768 -0.21 -0.04 0.39
H -0.925 -4.677 -0.544 0.00 0.20 0.37
H 1.374 3.117 0.211 0.07 0.03 -0.01
H 4.011 -2.025 -0.042 0.38 -0.16 -0.20
H 3.319 -0.871 1.795 -0.06 -0.16 -0.05
H 2.371 -1.139 0.443 0.57 -1.28 1.77
H -4.840 3.380 0.837 0.12 -0.19 -0.16
H -2.162 -1.975 3.442 -0.02 -0.29 -0.25
```
Forces are in eV/Å.

***

Molecular formula: C28H29BrN6O4RuS
Method: DFT, ωB97M-V/def2-TZVPD

## Properties
* spin multiplicity: 1
* net charge: -2
* highest occupied orbital energy: -1.08 eV
* LUMO energy: 4.55 eV

Geometry as XYZ:
```
70
Properties=species:S:1:pos:R:3:forces:R:3
Ru -0.885 -0.555 -0.136 -0.03 0.09 -0.08
Br -2.371 0.515 -1.915 -0.11 -0.09 0.14
S -3.819 -3.665 -0.321 -0.05 0.00 -0.03
O 0.487 -1.085 1.451 0.27 -0.57 0.26
O 1.997 -3.044 2.094 -0.16 0.32 -0.10
O -2.560 -1.336 1.047 -0.21 -0.09 -0.24
O -0.366 -1.966 -2.467 -0.01 0.03 0.04
N -2.213 3.760 2.202 0.00 0.01 0.00
N -3.858 2.641 3.398 0.01 0.00 -0.01
N 1.925 -0.278 -0.181 -0.04 0.05 0.01
N 0.800 0.411 -0.815 0.18 -0.06 -0.02
N -1.422 1.368 1.030 0.08 -0.01 -0.01
N -2.397 -2.514 1.647 0.07 0.05 0.05
C 1.650 -0.298 1.247 0.22 0.13 -0.04
C 0.029 3.430 -4.285 0.01 0.07 -0.02
C 2.940 -2.204 2.360 -0.30 -0.14 -0.07
C 1.171 0.870 -2.040 -0.18 -0.09 0.17
C -1.239 3.702 1.284 0.00 -0.01 0.00
C -1.967 -4.845 3.033 0.02 0.01 0.02
C 5.019 -0.356 2.999 0.02 0.05 0.00
C 0.516 1.319 -3.101 0.46 0.18 -0.22
C 5.130 -1.701 3.338 -0.03 -0.06 0.00
C -1.691 -2.506 2.802 0.03 -0.02 -0.02
C -0.152 4.059 -5.520 0.02 -0.03 0.01
C -0.357 6.216 -4.471 0.00 -0.02 0.00
C -0.091 -3.086 -3.288 -0.01 -0.03 -0.02
C 2.845 -0.820 2.011 0.01 0.02 -0.01
C -0.173 -3.436 -0.592 0.04 0.00 -0.03
C 4.123 -2.600 3.037 0.12 0.05 0.03
C -2.402 1.402 1.907 0.00 0.02 0.01
C -2.690 -4.842 1.875 -0.03 0.01 -0.03
C -2.799 2.613 2.496 0.00 -0.02 0.00
C 0.250 1.977 -4.212 -0.24 -0.13 0.14
C -2.945 -3.662 1.116 0.03 0.01 0.06
C -0.839 2.527 0.693 -0.01 0.00 0.02
C 3.862 0.058 2.342 -0.02 0.02 0.00
C -1.447 -3.638 3.524 -0.02 0.00 -0.01
C -0.480 -2.066 -1.136 -0.03 -0.02 0.00
C -0.007 4.234 -3.140 -0.01 -0.02 0.00
C -0.193 5.602 -3.233 0.00 0.00 0.01
C -0.338 5.431 -5.615 0.00 0.01 -0.01
H 1.389 0.716 1.593 -0.03 -0.02 0.00
H -0.509 7.287 -4.540 0.00 0.00 0.00
H 2.255 0.930 -2.195 0.00 -0.01 0.00
H -0.225 6.198 -2.327 0.00 0.00 0.00
H -3.834 3.441 4.009 0.00 0.00 0.00
H -0.052 2.461 -0.047 0.00 0.00 0.00
H -2.882 0.454 2.127 -0.01 -0.01 -0.02
H -0.234 -3.458 0.490 -0.02 0.01 0.05
H -0.765 4.641 1.020 0.00 0.00 0.00
H 0.096 3.752 -2.176 0.00 0.00 0.00
H -0.831 -3.582 4.409 0.00 -0.01 0.00
H 6.019 -2.054 3.853 0.00 0.00 0.00
H 4.211 -3.646 3.309 -0.01 0.00 0.00
H 0.872 -2.034 1.623 -0.01 0.27 -0.06
H 3.744 1.107 2.077 0.00 0.01 0.00
H -3.100 -5.754 1.467 0.00 0.00 0.00
H -0.475 5.888 -6.590 0.00 0.00 0.00
H -1.787 -5.776 3.558 0.01 0.01 0.00
H -4.035 1.770 3.871 0.00 0.00 0.00
H -0.054 -2.699 -4.304 0.00 0.00 0.00
H 0.870 -3.545 -3.041 0.00 0.00 0.00
H 0.091 1.441 -5.149 -0.03 0.01 0.00
H 2.758 0.300 -0.303 0.00 -0.03 -0.01
H -0.145 3.452 -6.419 0.00 0.00 0.00
H 5.803 0.351 3.242 0.00 0.00 0.00
H -0.880 -4.168 -0.995 0.00 0.02 0.03
H 0.843 -3.738 -0.862 0.02 0.03 0.01
H -0.882 -3.836 -3.217 0.00 0.01 0.02
H -1.303 -1.532 3.055 0.00 -0.03 0.00
```
Forces are in eV/Å.

***

Question: Look up the spin multiplicity of the third one.
Answer: 6

***

Question: What is the spin multiplicity in the first record?
Answer: 1